No. 1
The following is a DFT calculation (ωB97M-V with the def2-TZVPD basis set) of a molecular structure, C21H45Cl2IN.

XYZ file:
```
70
Properties=species:S:1:pos:R:3:forces:R:3:nbo_charge:R:1
I -4.5579 5.6598 -0.0770 0.1 -0.1 -0.2 0.07
Cl -0.4488 6.4082 -0.4660 0.1 0.5 0.0 -0.04
Cl -2.4892 2.5635 -0.5073 -0.1 -0.8 0.2 -0.29
N -3.0401 5.0989 -1.3933 -0.1 0.1 0.1 -0.77
C 4.0969 3.6483 0.6469 0.0 0.0 -0.1 -0.61
C -7.6982 -4.3748 0.3081 0.0 0.0 -0.1 -0.61
C -4.2496 -1.1013 -0.0560 -0.1 0.0 0.0 -0.61
C 4.4137 3.0759 -0.7315 0.0 0.0 0.1 -0.40
C 6.4075 1.6366 0.0363 0.0 0.0 0.0 -0.40
C -6.5765 -3.9528 -0.6366 0.0 -0.1 0.0 -0.40
C 0.3588 -0.1443 0.6543 0.0 0.1 0.0 -0.40
C -0.9170 4.7481 -0.3097 0.1 -0.7 0.1 -0.16
C -1.0725 -3.5551 0.7708 0.0 0.0 -0.1 -0.61
C 0.1284 3.9012 0.3383 -0.1 0.0 0.2 -0.64
C -5.1835 -4.0762 -0.0226 0.0 0.0 0.0 -0.40
C 1.0908 0.4664 -0.5348 -0.1 0.0 0.0 -0.61
C -0.0740 -3.0563 -0.2700 0.0 -0.1 0.0 -0.40
C -2.1353 4.4010 -0.7524 -0.1 1.0 -0.2 0.19
C 1.2330 -2.5387 0.3306 0.0 0.0 0.0 -0.39
C 7.8406 2.2756 -1.9788 0.0 0.1 0.0 -0.61
C -4.9480 -3.2054 1.2125 0.0 0.0 0.0 -0.40
C 5.0595 1.6918 -0.6850 0.0 0.0 0.0 -0.40
C 1.0685 -1.3459 1.2743 0.0 0.0 0.0 -0.40
C -5.1729 -1.7094 0.9949 0.1 0.0 0.0 -0.40
C 7.4746 2.5730 -0.5274 0.0 0.0 0.0 -0.40
H 0.5184 -1.6609 2.1660 0.0 0.0 0.0 0.20
H 6.9850 2.4018 -2.6430 0.0 0.0 0.0 0.20
H 0.4918 4.4019 1.2380 0.1 0.1 0.0 0.21
H -6.6162 -4.5723 -1.5367 0.0 0.0 0.0 0.20
H 5.0586 3.7704 -1.2776 0.0 0.0 0.0 0.19
H 0.1600 -3.8716 -0.9604 0.0 0.0 0.0 0.19
H 1.9126 -2.2705 -0.4830 0.0 0.0 0.0 0.20
H -4.4133 -1.5422 -1.0411 0.0 0.0 0.0 0.19
H -0.6530 -0.4225 0.3495 0.0 0.0 0.0 0.20
H -0.5412 -2.2736 -0.8727 0.0 0.0 0.0 0.20
H 1.7224 -3.3530 0.8765 0.0 0.0 0.0 0.19
H 2.0935 0.7957 -0.2511 0.0 0.0 0.0 0.19
H 8.6284 2.9440 -2.3295 0.0 0.0 0.0 0.20
H 8.1997 1.2497 -2.0863 0.0 0.0 0.0 0.20
H -1.3811 -2.7560 1.4466 0.0 0.0 0.0 0.21
H 5.1748 1.3177 -1.7063 0.0 0.0 0.0 0.20
H -5.0151 -1.1965 1.9468 0.0 0.0 0.0 0.20
H -3.9185 -3.3611 1.5505 0.0 0.0 0.0 0.20
H 8.3727 2.4899 0.0911 0.0 0.0 0.0 0.20
H 6.7820 0.6083 -0.0044 0.0 0.0 0.0 0.19
H -7.7328 -3.7445 1.1974 0.0 0.0 0.0 0.20
H -3.2018 -1.2567 0.2126 0.0 0.0 0.0 0.20
H 6.2635 1.8614 1.0966 0.0 0.0 0.0 0.20
H -6.7471 -2.9258 -0.9686 0.0 0.0 0.0 0.20
H 4.9995 3.7826 1.2464 0.0 0.0 0.0 0.19
H -4.4092 -0.0272 -0.1468 0.0 0.0 0.0 0.24
H -7.5631 -5.4086 0.6347 0.0 0.0 0.0 0.20
H 7.1429 3.6109 -0.4413 0.0 0.0 0.0 0.20
H 0.5440 1.3319 -0.9079 0.0 0.0 0.0 0.24
H -0.6391 -4.3568 1.3739 0.0 0.0 0.0 0.20
H 3.6077 4.6186 0.5612 0.0 0.0 0.0 0.22
H -5.0077 -5.1228 0.2496 0.0 0.0 0.0 0.19
H -0.2989 2.9511 0.6468 0.0 0.0 -0.1 0.24
H 4.3755 0.9976 -0.1888 0.0 0.0 0.0 0.20
H 3.4228 2.9853 1.1936 0.0 0.0 0.0 0.21
H -1.9738 -3.9438 0.2936 0.0 0.0 0.0 0.21
H -8.6706 -4.3032 -0.1813 0.0 0.0 0.0 0.21
H 1.1892 -0.2419 -1.3603 0.0 0.0 0.0 0.19
H 3.4876 3.0078 -1.3075 0.0 0.0 0.0 0.21
H -6.2146 -1.5201 0.7204 0.0 0.0 0.0 0.19
H -4.4382 -3.8348 -0.7853 0.0 0.0 0.0 0.20
H 0.2356 0.6225 1.4230 0.0 0.0 0.0 0.21
H 0.9873 3.7170 -0.3110 0.1 0.0 -0.1 0.20
H -5.5877 -3.5496 2.0310 0.0 0.0 0.0 0.19
H 2.0592 -1.0385 1.6265 0.0 0.0 0.0 0.19
```
Positions in Å, forces in eV/Å.

Computed properties:
Charge = -1
E_HOMO = -3.76 eV

No. 2
The following is a DFT calculation (ωB97M-V with the def2-TZVPD basis set) of 2 unconnected molecules or ions with the total composition C5H13OP in a non-equilibrium geometry.

XYZ file:
```
20
Properties=species:S:1:pos:R:3:forces:R:3:nbo_charge:R:1
P -2.2481 0.0164 0.3911 0.6 -2.1 1.6 1.52
O -1.8544 0.0283 1.8243 0.1 0.3 0.1 -1.12
C -1.4980 -1.2560 -0.5844 -0.1 3.1 -1.6 -0.79
C 1.7728 -0.2727 -1.1976 -6.2 -3.3 -1.7 -0.66
C 0.8555 0.1207 -0.0233 1.3 -0.6 0.8 0.24
C 0.3121 1.4921 0.0118 -2.4 0.2 -1.4 -0.74
C 1.2020 -0.4427 1.3290 1.7 -0.2 -1.1 -0.71
H 1.0650 -0.3089 -2.2332 2.0 0.5 2.6 0.21
H -1.1305 -2.1857 -0.2836 0.3 -1.1 0.7 0.22
H 0.9585 2.3711 -0.1013 0.4 -0.5 -0.1 0.24
H -1.7404 -1.0831 -1.6651 0.6 -0.5 0.8 0.20
H 0.4623 -0.2233 2.0447 -1.3 -0.4 0.7 0.27
H 2.0470 -1.3478 -1.1284 0.3 0.9 0.2 0.22
H -2.0401 1.2139 -0.2438 -0.3 0.4 -0.8 -0.10
H 2.5402 0.3574 -1.3468 2.9 2.2 -0.4 0.21
H 1.5490 -1.4838 1.2366 -0.5 0.2 0.4 0.21
H 2.0749 0.1015 1.7538 0.0 0.0 -0.5 0.22
H -3.5960 -0.1858 0.2852 -1.1 0.0 -0.4 -0.11
H -0.4080 1.7090 0.8611 1.2 -0.5 -0.8 0.25
H -0.3236 1.3794 -0.9302 0.7 1.4 0.9 0.22
```
Positions in Å, forces in eV/Å.

Computed properties:
Energy above the lowest of the compared OMol25 structures with the same formula, charge and spin = 419.9 kJ/mol
E_HOMO (spin up / spin down) = -7.81 / -8.91 eV

No. 3
The following is a DFT calculation (ωB97M-V with the def2-TZVPD basis set) of a molecular structure, C3H3ClS in a non-equilibrium geometry.

XYZ file:
```
8
Properties=species:S:1:pos:R:3:forces:R:3:nbo_charge:R:1
Cl 2.0609 0.2181 -0.1221 6.2 0.8 0.4 0.14
S 0.3803 -1.8929 -0.7876 -1.7 0.3 -0.5 0.25
C 0.5399 0.0099 -0.3805 -4.5 0.0 0.5 -0.22
C -0.9877 -2.3488 -1.5728 1.1 0.5 0.8 -0.19
C -0.2699 0.8865 0.6265 -4.9 -1.8 -5.8 -0.68
H 0.2366 1.1342 1.4713 1.3 0.8 2.3 0.22
H -1.1735 0.2013 0.7515 0.9 1.1 0.8 0.24
H -0.7867 1.7917 0.0138 1.6 -1.8 1.6 0.25
```
Positions in Å, forces in eV/Å.

Computed properties:
Energy above the lowest of the compared OMol25 structures with the same formula, charge and spin = 554.0 kJ/mol
E_HOMO (spin up / spin down) = -8.43 / -8.59 eV

No. 4
The following is a DFT calculation (ωB97M-V with the def2-TZVPD basis set) of 4 unconnected molecules or ions with the total composition C3H12O4 in a non-equilibrium geometry.

XYZ file:
```
19
Properties=species:S:1:pos:R:3:forces:R:3:nbo_charge:R:1
O -2.2427 -1.1631 -2.2361 -0.3 -0.5 -0.1 -0.95
O 0.6498 2.6405 1.7117 0.2 -0.1 -0.4 -0.95
O -2.4692 0.1929 1.3497 0.9 -0.3 0.3 -0.95
O -0.6744 0.6059 -1.0514 0.2 1.5 0.8 -0.73
C 1.3755 -0.0538 0.0816 -0.4 1.9 0.6 -0.33
C 0.3174 -0.2613 -0.6863 -1.9 -2.1 -0.6 0.14
C 2.5842 -0.8825 0.1254 0.9 -2.6 -0.4 -0.64
H 3.3940 -0.6668 0.8285 -0.7 0.4 0.4 0.22
H 0.8735 2.6865 2.6396 -0.3 0.2 0.3 0.47
H 1.3478 0.8431 0.7075 0.3 0.2 -0.8 0.24
H -2.4347 -1.9011 -1.6452 0.1 0.2 0.2 0.49
H -0.2325 2.9960 1.5708 0.0 0.0 0.3 0.48
H -0.1170 -1.2575 -0.9313 1.7 0.0 -0.5 0.14
H -1.8945 0.0773 2.1280 -0.5 0.1 -0.2 0.46
H -1.8093 0.1112 0.6384 -0.4 0.4 -0.1 0.48
H -1.2555 0.2034 -1.7230 0.3 -0.2 0.5 0.51
H 2.3249 -1.9564 0.2522 0.1 0.4 0.3 0.21
H 3.1447 -0.9363 -0.8178 -0.4 0.5 -0.2 0.22
H -2.8822 -1.2777 -2.9423 0.0 0.2 -0.2 0.49
```
Positions in Å, forces in eV/Å.

Computed properties:
Energy above the lowest of the compared OMol25 structures with the same formula, charge and spin = 158.2 kJ/mol
Structure (SMILES) = C/C=C/O.O.O.O
E_HOMO = -8.05 eV

Please write out number 4 again, unchanged.
The following is a DFT calculation (ωB97M-V with the def2-TZVPD basis set) of 4 unconnected molecules or ions with the total composition C3H12O4 in a non-equilibrium geometry.

XYZ file:
```
19
Properties=species:S:1:pos:R:3:forces:R:3:nbo_charge:R:1
O -2.2427 -1.1631 -2.2361 -0.3 -0.5 -0.1 -0.95
O 0.6498 2.6405 1.7117 0.2 -0.1 -0.4 -0.95
O -2.4692 0.1929 1.3497 0.9 -0.3 0.3 -0.95
O -0.6744 0.6059 -1.0514 0.2 1.5 0.8 -0.73
C 1.3755 -0.0538 0.0816 -0.4 1.9 0.6 -0.33
C 0.3174 -0.2613 -0.6863 -1.9 -2.1 -0.6 0.14
C 2.5842 -0.8825 0.1254 0.9 -2.6 -0.4 -0.64
H 3.3940 -0.6668 0.8285 -0.7 0.4 0.4 0.22
H 0.8735 2.6865 2.6396 -0.3 0.2 0.3 0.47
H 1.3478 0.8431 0.7075 0.3 0.2 -0.8 0.24
H -2.4347 -1.9011 -1.6452 0.1 0.2 0.2 0.49
H -0.2325 2.9960 1.5708 0.0 0.0 0.3 0.48
H -0.1170 -1.2575 -0.9313 1.7 0.0 -0.5 0.14
H -1.8945 0.0773 2.1280 -0.5 0.1 -0.2 0.46
H -1.8093 0.1112 0.6384 -0.4 0.4 -0.1 0.48
H -1.2555 0.2034 -1.7230 0.3 -0.2 0.5 0.51
H 2.3249 -1.9564 0.2522 0.1 0.4 0.3 0.21
H 3.1447 -0.9363 -0.8178 -0.4 0.5 -0.2 0.22
H -2.8822 -1.2777 -2.9423 0.0 0.2 -0.2 0.49
```
Positions in Å, forces in eV/Å.

Computed properties:
Energy above the lowest of the compared OMol25 structures with the same formula, charge and spin = 158.2 kJ/mol
Structure (SMILES) = C/C=C/O.O.O.O
E_HOMO = -8.05 eV